{
  "formula": "C2H3N3O3",
  "method": "ωB97M-V/def2-TZVPD",
  "relative_energy_kcal_mol": 111.08,
  "homo_lumo_gap_ev": 9.061,
  "smiles": "O/N=c1/ocnn1O",
  "charge": 0,
  "energy_ha": -467.7873,
  "e_homo_ev": -9.02,
  "elements": ["O", "N", "C", "O", "C", "N", "N", "O", "H", "H", "H"],
  "coordinates": [[2.450, -0.474, -0.148], [1.393, -1.174, 0.024], [0.242, -0.668, -0.147], [-0.829, -1.580, 0.149], [-1.839, -0.710, 0.016], [-1.579, 0.559, -0.312], [-0.173, 0.609, -0.447], [0.289, 1.778, 0.400], [2.224, 0.434, 0.310], [-2.865, -1.107, 0.502], [0.686, 2.333, -0.346]],
  "forces_ev_per_a": [[2.439, 5.426, 1.126], [-4.095, -3.259, -0.143], [2.545, -2.255, 1.976], [0.649, 2.680, -0.970], [-2.889, 1.840, 1.517], [-1.121, -3.300, 0.907], [-1.068, 1.566, -0.224], [0.788, -1.229, -2.250], [1.175, -1.804, -1.497], [2.388, 1.218, -1.922], [-0.810, -0.884, 1.479]],
  "mulliken_charge": [-0.338, -0.377, 0.469, -0.241, 0.149, -0.522, 0.254, -0.444, 0.356, 0.305, 0.389]
}